15
Properties=species:S:1:pos:R:3:forces:R:3 method="wB97M-V/def2-TZVPD" relative_energy_kj_mol=244.3 smiles="[H]/N=C/N.NCO" charge=0 homo_lumo_gap_ev=10.157
N -0.5335 0.5916 -1.7790 -4.60 -2.74 4.34
C -1.7627 0.1047 -1.4518 1.87 2.48 0.97
N -2.1008 -0.1668 -0.0933 2.73 0.87 -2.25
H 0.7761 0.5320 -0.3344 -0.65 1.11 -0.63
H -0.2657 0.4778 -2.6893 0.07 0.13 -3.21
H -2.7044 0.1600 -2.0567 1.13 -0.71 -0.21
H -1.3440 0.1841 0.5168 -0.80 -0.49 -0.13
H -3.0434 -0.0484 0.1962 -0.53 0.20 0.11
N 1.3470 -1.0361 0.8099 0.45 -3.67 1.13
C 1.6503 0.2874 1.2808 -3.61 0.40 0.11
O 1.0901 1.2088 0.2941 1.13 -1.57 1.57
H 1.7508 -1.3986 -0.0871 -0.07 0.95 1.35
H 1.4045 -1.8561 1.5563 -0.07 2.65 -2.11
H 2.5903 0.5725 1.5579 3.23 0.47 -0.26
H 1.1456 0.3871 2.2797 -0.29 -0.06 -0.79

7
Properties=species:S:1:pos:R:3:forces:R:3 method="wB97M-V/def2-TZVPD" relative_energy_kj_mol=463.1 charge=-1 homo_lumo_gap_ev="8.968 / 3.952"
C 3.2206 1.5588 0.0912 0.05 -0.53 0.52
N 2.7665 2.4205 0.7075 0.05 0.68 -0.07
O 3.7280 -0.2801 -1.8211 0.48 0.03 -1.97
O -0.6361 0.1897 -0.7210 0.63 -2.25 -0.04
P 3.5275 -0.1206 -0.3943 -1.08 -0.28 1.18
S 4.2049 -1.2591 0.9955 0.18 0.15 0.29
H -0.4796 -0.8180 -0.7608 -0.29 2.19 0.09